No. 1
The following is a DFT calculation (ωB97M-V/def2-TZVPD) of 9 unconnected molecules or ions with the total composition C15H34Cl8N4O11.

Properties
SMILES = C[N+](=O)[O-].C[N+](=O)[O-].C[N+](=O)[O-].C[N+](=O)[O-].COC(=O)OC.ClCCCl.ClCCCl.ClCCCl.ClCCCl
HOMO energy = -10.530 eV
spin multiplicity = 1

```
72
C15H34Cl8N4O11 | the Open Molecules 2025 dataset | ωB97M-V/def2-TZVPD
Cl 9.3913 -16.9111 0.9041
Cl 11.9977 -25.5882 0.2068
Cl 10.1842 -22.6779 -3.0876
Cl 9.4751 -24.7558 2.3173
Cl 6.9463 -15.1459 3.1271
Cl 7.2782 -21.0069 -2.8317
Cl 3.7058 -17.4355 4.7188
Cl 7.4428 -16.6479 -1.9191
O 3.3462 -19.3855 0.4948
O 13.1633 -19.1726 4.9393
O 8.2273 -21.6197 0.7207
O 14.4607 -20.3964 6.2996
O 5.0187 -18.0490 0.7539
O 3.7124 -21.7871 5.1236
O 8.8818 -22.3271 6.9392
O 12.3686 -20.2841 6.7342
O 7.1757 -23.5201 7.4295
O 5.4349 -20.5163 5.0309
O 7.0163 -22.1865 2.3789
N 7.7294 -21.3931 1.8005
N 4.3900 -20.9508 4.5764
N 8.1129 -23.2364 6.7290
N 3.9965 -18.4092 0.1976
C 8.7262 -15.4215 0.1623
C 4.0208 -20.5602 3.2087
C 9.7051 -24.1844 0.6586
C 5.3356 -16.7384 4.7435
C 15.6163 -20.0974 5.5560
C 3.7254 -17.7903 -1.1380
C 5.8326 -16.5136 3.3457
C 8.2257 -23.9342 5.4105
C 8.8540 -20.4104 -2.2945
C 11.0283 -19.9160 6.4148
C 8.6752 -15.4805 -1.3492
C 9.9538 -20.9089 -3.2253
C 13.3129 -19.8719 5.9105
C 10.3382 -25.2052 -0.2558
C 7.9508 -20.0774 2.4475
H 4.9564 -16.1970 2.7772
H 9.3301 -14.5743 0.4860
H 9.6455 -15.8349 -1.6983
H 8.5287 -14.5201 -1.8363
H 6.0087 -17.4029 5.2827
H 15.9118 -19.0596 5.7115
H 7.7431 -15.2418 0.5887
H 8.9525 -20.7253 -1.2593
H 8.7075 -23.9496 0.2858
H 9.2004 -23.6145 5.0627
H 8.1805 -25.0180 5.5089
H 6.1908 -17.4048 2.8395
H 4.3673 -19.5936 2.8722
H 10.2086 -23.2232 0.7178
H 16.4421 -20.7210 5.8956
H 10.3628 -20.2410 7.2049
H 9.7687 -26.1266 -0.3564
H 6.9559 -19.7091 2.6791
H 9.6694 -20.7775 -4.2679
H 3.6597 -18.6115 -1.8450
H 15.5726 -20.2903 4.4835
H 8.7679 -19.3272 -2.3617
H 8.5315 -19.4596 1.7684
H 2.9365 -20.6392 3.1666
H 5.2271 -15.7864 5.2573
H 4.4867 -17.0743 -1.4203
H 8.5100 -20.1339 3.3796
H 10.4301 -24.8201 -1.2703
H 10.9655 -18.8308 6.3204
H 10.7596 -20.3531 5.4544
H 4.3738 -21.3360 2.5308
H 7.3296 -23.7009 4.8430
H 2.7499 -17.3167 -1.0374
H 10.8612 -20.3144 -3.1270
```

No. 2
The following is a DFT calculation (ωB97M-V/def2-TZVPD) of a single C5H9N molecule.

Properties
SMILES = C=N/C=C/CC
HOMO energy = -8.939 eV
spin multiplicity = 1

```
15
C5H9N | the Open Molecules 2025 dataset | ωB97M-V/def2-TZVPD
N -1.5622 -1.2435 1.3928
C -0.1502 0.3099 0.1231
C 1.5595 0.1446 -1.7199
C -2.4536 -0.3982 1.6996
C 1.2277 0.7135 -0.3566
C -0.3733 -0.8042 0.8389
H 2.5922 0.2106 -2.0620
H -1.0045 0.8756 -0.2395
H 1.4201 1.7834 -0.3050
H -3.4320 -0.7978 1.9811
H 1.9299 0.2528 0.3567
H -2.4818 0.6878 1.6177
H 0.5393 -1.3906 0.9708
H 1.2533 -0.9098 -1.7817
H 0.9357 0.5660 -2.5160
```

No. 3
The following is a DFT calculation (ωB97M-V/def2-TZVPD) of 2 unconnected molecules or ions with the total composition C5H7FSi.

Properties
HOMO energy (spin up / spin down) = -8.391 / -8.392 eV
spin multiplicity = 1

```
14
C5H7FSi | the Open Molecules 2025 dataset | ωB97M-V/def2-TZVPD
Si 0.9416 -0.2730 -1.0679
F 1.6381 -0.3997 -2.4945
C -0.5549 -2.4310 0.9263
C -0.9061 0.2084 -1.3496
C -1.5703 -3.0604 1.1280
C -1.5510 1.0630 -0.5775
C 2.0794 0.4620 0.2579
H -2.5877 1.3734 -0.6747
H 2.6013 -0.2508 0.8952
H -1.4334 -0.4124 -2.0361
H -1.1836 1.4007 0.3867
H -2.3762 -3.5053 1.5095
H 2.8839 1.0998 -0.1740
H 1.4533 1.1263 0.8893
```

No. 4
The following is a DFT calculation (ωB97M-V/def2-TZVPD) of 2 unconnected molecules or ions with the total composition C6H13NO.

Properties
SMILES = C=C(C)N.CCC=O
HOMO energy = -8.346 eV
spin multiplicity = 1

```
21
C6H13NO | the Open Molecules 2025 dataset | ωB97M-V/def2-TZVPD
O -2.0420 -0.9094 2.3180
N 1.9256 -0.7593 -0.3888
C -1.8609 -1.0593 -1.2092
C 1.5861 1.5127 -1.0696
C 1.7829 0.6049 -0.1111
C -2.4292 -0.6815 1.2043
C -1.5766 -0.2559 0.0464
C 1.9834 0.9671 1.3293
H 2.8871 0.4962 1.7191
H 1.7264 -1.3875 0.3750
H -1.8485 0.7959 -0.1142
H -0.5363 -0.2414 0.3528
H 1.4301 1.2823 -2.1103
H -1.6369 -2.1139 -1.0760
H -2.9163 -0.9838 -1.4846
H 1.1344 0.6679 1.9442
H 1.5800 2.5567 -0.7937
H 2.1139 2.0410 1.4081
H -1.2798 -0.6907 -2.0559
H 1.4895 -1.0756 -1.2413
H -3.5128 -0.7665 0.9576
```

No. 5
The following is a DFT calculation (ωB97M-V/def2-TZVPD) of a single C8H9NO molecule.

Properties
SMILES = CC(=O)Nc1ccccc1
HOMO energy = -8.656 eV
spin multiplicity = 1

```
19
C8H9NO | the Open Molecules 2025 dataset | ωB97M-V/def2-TZVPD
O -3.4198 -0.8329 -0.2157
N -1.2765 -0.8490 -0.5789
C 1.9096 1.0837 -0.3619
C -2.4280 -0.2496 -0.0715
C 2.8256 0.1448 0.0438
C 0.0571 -0.5000 -0.3543
C 2.2706 -1.1680 0.2292
C 0.9527 -1.4938 0.0318
C 0.6202 0.8140 -0.5963
C -2.3478 1.2052 0.4398
H -2.2541 1.8444 -0.2903
H -3.2810 1.3888 1.2030
H -1.5856 -1.7388 -0.5858
H 0.1501 1.5568 -0.8200
H 3.8132 0.2051 0.2713
H 2.4408 2.0050 -0.4337
H 0.2838 -2.5681 0.2332
H -1.6511 1.1054 1.1070
H 2.9201 -1.9530 0.7493
```

No. 6
The following is a DFT calculation (ωB97M-V/def2-TZVPD) of 4 unconnected molecules or ions with the total composition C56H55FN3O9P.

Properties
SMILES = CCP(CC)[C@H](ON=O)O[C@@H](CCF)CNCCCCCN.O=C1c2ccccc2C(=O)c2ccccc21.O=C1c2ccccc2C(=O)c2ccccc21.O=C1c2ccccc2C(=O)c2ccccc21
HOMO energy = -8.091 eV
spin multiplicity = 1

```
125
C56H55FN3O9P | the Open Molecules 2025 dataset | ωB97M-V/def2-TZVPD
P 0.3168 -1.2434 4.3322
F -1.8085 1.5457 7.1296
O 3.9829 -5.4403 0.7351
O 7.1283 -6.0595 -3.5347
O 0.6997 5.3072 -6.9937
O -0.7379 3.8583 0.4886
O -1.8986 -1.1307 2.6456
O -2.7683 -3.0096 3.0081
O -1.5466 0.9013 4.0287
O 0.3184 1.3605 -10.5695
O 4.5918 4.0804 0.7213
N -5.2756 1.2337 3.3356
N -9.0851 -2.8072 4.7873
N -3.0621 -1.8070 2.8900
C 0.4419 3.9704 -11.5619
C 3.3707 5.1291 -1.5648
C 1.2599 4.4618 -0.5875
C 4.1922 -6.2455 -1.4611
C 2.6498 4.5451 -0.5150
C 0.4815 2.9992 -7.3689
C 0.5754 6.0379 -9.6903
C -9.0019 -1.3157 5.0108
C 0.3751 2.2690 -9.7487
C 2.3884 -7.3625 -2.6292
C 3.3711 4.0045 0.6553
C 4.6952 -5.5578 -0.2544
C 0.5448 6.3313 -11.0553
C 0.4863 2.7376 2.7374
C 0.2064 0.3558 -6.5045
C 0.4024 -3.5737 2.4463
C -2.9012 1.3790 4.3560
C -1.4744 -0.5681 3.9699
C 0.4857 5.2981 -11.9901
C 6.0650 -5.0066 -0.2605
C 0.4953 2.7020 -5.9999
C 8.6680 -3.9854 -0.2365
C 1.1613 2.1772 3.8229
C -3.8514 1.6235 3.0020
C 3.2762 2.7955 2.8282
C 5.0051 -6.3824 -2.5856
C 1.0565 -2.0865 2.7738
C 4.5026 -6.9940 -3.7406
C 0.3584 1.3809 -5.5712
C 0.2102 0.6479 -7.8694
C 3.1934 -7.4774 -3.7622
C 1.3115 5.5004 -2.7748
C -3.0056 2.3564 6.8082
C 2.5550 2.1993 3.8650
C 0.4579 3.6745 -10.1924
C 7.8333 -3.7886 0.8632
C -6.2490 -1.2370 4.7159
C -7.5656 -0.7629 5.5663
C -2.8894 2.8054 5.2153
C -6.4003 -1.1670 3.0874
C 1.2086 3.3233 1.6892
C 0.5373 4.7058 -9.2578
C 2.6996 5.6059 -2.6917
C 0.3543 1.9715 -8.3027
C 6.5344 -4.3017 0.8555
C 8.2010 -4.6824 -1.3519
C 0.5899 4.9348 -1.7223
C -5.8437 0.2039 2.3859
C 6.3969 -5.8901 -2.5659
C 2.8842 -6.7471 -1.4789
C 0.1864 -2.5727 5.7235
C 2.6011 3.3637 1.7401
C -0.2306 -1.8054 7.1246
C 0.4869 3.8814 0.5286
C 0.5843 4.4042 -7.8132
C 6.8933 -5.1855 -1.3674
H -5.1179 -0.1140 1.5122
H 9.6822 -3.5922 -0.2279
H 5.1270 -7.0919 -4.6271
H -0.0409 -0.6503 6.9276
H -3.9597 1.6477 6.8806
H 8.8568 -4.8279 -2.2088
H 4.4549 5.2099 -1.5093
H -3.4891 0.6008 5.0248
H 8.1940 -3.2371 1.7287
H 0.9050 -1.4160 1.8123
H 0.5990 1.7193 4.6338
H -0.5310 -3.5065 1.7226
H 1.1740 -3.1976 5.7959
H 0.6248 6.8503 -8.9670
H 5.8902 -4.1464 1.7195
H -0.6018 2.7123 2.7091
H 0.4354 -2.1830 8.0108
H -3.8681 3.3998 4.9068
H -3.2045 3.2554 7.5311
H -5.3238 -0.6712 5.1597
H -0.4941 4.8604 -1.7920
H 0.7896 5.8605 -3.6587
H -7.4812 -1.3548 2.6747
H 0.5693 7.3665 -11.3888
H 0.0963 -0.1581 -8.5924
H -3.7953 2.7653 2.6730
H 0.4691 5.5260 -13.0537
H -6.7770 0.7191 1.8503
H 4.3642 2.8113 2.8703
H -8.1535 -3.2694 4.7154
H 3.2612 6.0551 -3.5079
H -9.8693 -1.0507 5.7872
H -0.6756 -3.3271 5.4414
H -7.6314 0.4245 5.6678
H -7.4367 -1.1530 6.6850
H 0.0870 -0.6723 -6.1700
H -2.1698 -1.1161 4.7635
H -6.0785 -2.3879 4.9841
H 3.0815 1.7540 4.7064
H 2.2482 -6.6560 -0.6001
H -9.2520 -0.7402 4.0204
H -9.5103 -2.9054 3.8164
H 0.3908 3.1693 -12.2974
H 2.8027 -7.9457 -4.6629
H -3.3487 0.9862 2.1553
H 2.2137 -2.1931 2.9318
H 1.3711 -7.7474 -2.6429
H 0.0889 -4.1650 3.4342
H -5.7330 -2.0570 2.6534
H 0.6079 3.4976 -5.2655
H 0.3647 1.1523 -4.5078
H -1.3908 -2.0247 7.2753
H 1.2930 -4.2143 1.9839
H -1.9368 3.4555 4.9945
H -5.8486 2.1036 3.2220
```